{
  "formula": "C5H6FNS",
  "method": "ωB97M-V/def2-TZVPD",
  "elements": ["C", "C", "C", "C", "C", "N", "F", "S", "H", "H", "H", "H", "H", "H"],
  "coordinates": [[0.475, -0.137, -0.238], [-0.510, -0.825, -0.843], [-0.423, 0.879, 1.103], [-0.269, -1.942, -1.912], [0.311, 1.883, 1.879], [-1.772, -0.662, -0.360], [1.751, -0.001, -0.612], [-1.980, 0.439, 0.805], [0.289, -1.495, -2.637], [0.294, -2.723, -1.315], [-1.198, -2.314, -2.112], [-0.428, 2.171, 2.649], [1.301, 1.437, 2.411], [0.602, 2.687, 1.264]],
  "orbital_gap_ha": [0.3143, 0.3143],
  "homo_energy_ev": [-8.2, -8.2],
  "fmax_ev_per_a": 6.74,
  "total_energy_ev": -20321.33425
}